# 1
Here is a 2-piece molecular cluster, C5H14 overall at a distorted geometry from the OMol25 dataset. Energies are from ωB97M-V with the def2-TZVPD basis set.

Computed properties:
Energy relative to the best compared isomer or geometry (same formula, charge and spin), eV: 1.2880
2S+1: 1
HOMO, hartree: -0.4017
SMILES: CCC.CC
Gap between HOMO and LUMO, Ha: 0.4422

Each atom is followed by the atoms it is bonded to, with distances in Å.
Atoms and positions in Å:
1 C 0.962 -2.494 -0.971  C4 1.551, H8 1.154, H17 1.040, H19 1.051
2 C -0.812 1.826 0.611  C3 1.575, C5 1.463, H14 1.125, H15 1.131
3 C 0.463 1.646 1.520  C2 1.575, H11 1.028, H16 1.132, H18 1.064
4 C 0.785 -1.230 -1.853  C1 1.551, H6 1.059, H7 1.059, H10 1.123
5 C -1.676 0.664 0.811  C2 1.463, H9 1.113, H12 1.178, H13 1.034
6 H 0.611 -1.433 -2.877  C4 1.059
7 H -0.031 -0.623 -1.560  C4 1.059
8 H 1.948 -3.068 -1.147  C1 1.154
9 H -2.165 0.768 1.805  C5 1.113
10 H 1.689 -0.566 -1.801  C4 1.123
11 H 0.375 1.218 2.450  C3 1.028
12 H -2.552 0.746 0.027  C5 1.178
13 H -1.456 -0.347 0.809  C5 1.034
14 H -1.149 2.880 0.817  C2 1.125
15 H -0.315 1.833 -0.405  C2 1.131
16 H 0.913 2.641 1.818  C3 1.132
17 H 0.939 -2.282 0.046  C1 1.040
18 H 1.234 1.041 1.107  C3 1.064
19 H 0.237 -3.218 -1.207  C1 1.051

# 2
Here is a 2-piece molecular cluster, C5H14 overall at a distorted geometry from the OMol25 dataset. Energies are from ωB97M-V with the def2-TZVPD basis set.

Computed properties:
Energy relative to the best compared isomer or geometry (same formula, charge and spin), eV: 1.6661
2S+1: 1
HOMO, hartree: -0.4069
SMILES: CCC.CC
Gap between HOMO and LUMO, Ha: 0.4492

Each atom is followed by the atoms it is bonded to, with distances in Å.
Atoms and positions in Å:
1 C 2.143 2.193 0.427  C4 1.572, H6 1.099, H10 1.078, H17 1.180
2 C -0.478 -2.046 -0.630  C3 1.607, H7 0.997, H8 1.169, H19 1.042
3 C -1.640 -1.785 0.449  C2 1.607, C5 1.543, H11 1.174, H16 1.100
4 C 1.488 1.552 -0.850  C1 1.572, H9 1.034, H12 1.027, H15 1.064
5 C -1.930 -0.288 0.686  C3 1.543, H13 1.199, H14 1.167, H18 1.030
6 H 1.381 2.828 0.900  C1 1.099
7 H -0.844 -2.693 -1.295  C2 0.997
8 H 0.400 -2.599 -0.092  C2 1.169
9 H 1.715 0.544 -0.870  C4 1.034
10 H 3.046 2.723 0.172  C1 1.078
11 H -1.421 -2.306 1.478  C3 1.174
12 H 1.876 1.888 -1.739  C4 1.027
13 H -0.942 0.390 0.752  C5 1.199
14 H -2.495 0.302 -0.146  C5 1.167
15 H 0.431 1.531 -0.726  C4 1.064
16 H -2.520 -2.239 -0.031  C3 1.100
17 H 2.435 1.230 1.043  C1 1.180
18 H -2.489 -0.077 1.525  C5 1.030
19 H -0.156 -1.150 -1.053  C2 1.042

# 3
Here is a 2-piece molecular cluster, C5H14 overall at a distorted geometry from the OMol25 dataset. Energies are from ωB97M-V with the def2-TZVPD basis set.

Computed properties:
Energy relative to the best compared isomer or geometry (same formula, charge and spin), eV: 1.1870
2S+1: 1
HOMO, hartree: -0.3994
SMILES: CCC.CC
Gap between HOMO and LUMO, Ha: 0.4406

Each atom is followed by the atoms it is bonded to, with distances in Å.
Atoms and positions in Å:
1 C 0.458 0.890 -1.128  C5 1.558, H14 1.077, H18 1.185, H19 1.156
2 C 2.427 1.430 0.582  C5 1.641, H7 1.075, H8 1.125, H9 1.045
3 C -3.014 -1.311 0.486  C4 1.506, H6 1.108, H10 1.028, H15 1.101
4 C -1.665 -1.795 0.949  C3 1.506, H11 1.160, H12 1.072, H16 1.109
5 C 2.002 0.967 -0.933  C1 1.558, C2 1.641, H13 1.048, H17 1.117
6 H -3.324 -2.038 -0.290  C3 1.108
7 H 1.755 2.229 0.839  C2 1.075
8 H 3.500 1.714 0.401  C2 1.125
9 H 2.423 0.554 1.152  C2 1.045
10 H -2.967 -0.455 -0.083  C3 1.028
11 H -1.616 -2.708 1.664  C4 1.160
12 H -1.203 -1.028 1.537  C4 1.072
13 H 2.418 1.645 -1.616  C5 1.048
14 H -0.077 1.812 -1.282  C1 1.077
15 H -3.667 -1.299 1.372  C3 1.101
16 H -1.108 -2.175 0.069  C4 1.109
17 H 2.488 -0.021 -1.127  C5 1.117
18 H -0.113 0.336 -0.250  C1 1.185
19 H 0.240 0.347 -2.125  C1 1.156

# 4
Here is a 2-piece molecular cluster, C5H14 overall at a distorted geometry from the OMol25 dataset. Energies are from ωB97M-V with the def2-TZVPD basis set.

Computed properties:
Energy relative to the best compared isomer or geometry (same formula, charge and spin), eV: 1.6110
2S+1: 1
HOMO, hartree: -0.3931
SMILES: CCC.CC
Gap between HOMO and LUMO, Ha: 0.4318

Each atom is followed by the atoms it is bonded to, with distances in Å.
Atoms and positions in Å:
1 C 2.695 -0.391 0.404  C3 1.585, H11 1.064, H15 0.993, H16 1.074
2 C 0.851 -1.680 1.879  C3 1.534, H7 1.062, H10 1.136, H19 1.176
3 C 1.211 -0.515 0.946  C1 1.585, C2 1.534, H9 1.087, H17 1.042
4 C -3.080 1.448 -1.633  C5 1.603, H6 1.080, H8 1.068, H18 1.136
5 C -1.530 1.055 -1.528  C4 1.603, H12 1.086, H13 1.095, H14 1.126
6 H -3.349 1.003 -2.579  C4 1.080
7 H 0.181 -2.380 1.444  C2 1.062
8 H -3.325 2.486 -1.564  C4 1.068
9 H 1.189 0.458 1.430  C3 1.087
10 H 1.812 -2.167 2.239  C2 1.136
11 H 3.297 0.196 1.055  C1 1.064
12 H -1.067 1.116 -2.509  C5 1.086
13 H -1.446 0.037 -1.134  C5 1.095
14 H -1.187 1.886 -0.849  C5 1.126
15 H 3.032 -1.323 0.355  C1 0.993
16 H 2.767 0.057 -0.569  C1 1.074
17 H 0.403 -0.598 0.293  C3 1.042
18 H -3.500 0.834 -0.774  C4 1.136
19 H 0.312 -1.109 2.754  C2 1.176